*w*
C3H6O4PS as an isolated structure, computed with ωB97M-V/def2-TZVPD.

Structure (XYZ):
```
15
Properties=species:S:1:pos:R:3:mulliken_charge:R:1
C 1.15827 0.13671 -1.17207 0.49
C 0.52713 -2.04505 -1.56243 -0.80
C -0.84252 1.90113 2.93423 -0.09
O 1.52435 2.71687 -0.15077 -0.72
O 2.08633 0.13934 -1.99816 -0.59
O -1.51848 2.43009 2.12984 -0.54
O 0.36468 -0.89699 -0.83091 -0.19
P 0.74055 1.51087 0.03261 0.63
S 0.86603 0.70559 1.91235 -0.50
H 0.03021 -2.72571 -0.95217 0.28
H 1.51617 -2.35532 -1.94268 0.31
H -0.03221 -1.95771 -2.43656 0.34
H -1.02263 0.88080 3.28632 0.19
H -0.64457 1.64030 -0.23138 0.01
H -0.11019 2.40469 3.70590 0.18
```

**Kohn-Sham gap**: 7.47 eV
**Total charge**: -1
**HOMO energy**: -4.158 eV



*x*
An isolated ion of composition C3H6O4PS and charge -1, computed with ωB97M-V/def2-TZVPD.

Structure (XYZ):
```
15
Properties=species:S:1:pos:R:3:mulliken_charge:R:1
C -1.36926 -1.14064 1.07424 -0.83
C -1.25251 -0.32517 0.04634 0.41
C 0.07712 -0.47576 -1.12737 -0.68
P 1.36769 0.38587 -0.10980 0.77
O 0.83925 1.70625 0.32265 -0.88
O 2.54257 0.66475 -1.23531 -0.54
S 2.12307 -0.87306 1.22077 -0.59
O -1.98115 0.78045 -0.22549 -0.27
O -1.83019 1.77960 0.78777 -0.39
H -2.12131 -0.95545 1.82636 0.27
H -0.71357 -1.97534 1.21054 0.24
H 0.26268 -1.52337 -1.31493 0.33
H -0.22057 0.08646 -2.00258 0.35
H 3.12866 -0.09221 -1.21634 0.29
H -0.85247 1.95760 0.74317 0.51
```

**Kohn-Sham gap**: 8.02 eV
**Total charge**: -1
**SMILES**: C=C(C[P@]([O-])(O)=S)OO
**HOMO energy**: -4.440 eV



Least stable structure: *x*



*w*
An isolated ion of composition C7H12O and charge -1, computed with ωB97M-V/def2-TZVPD.

Structure (XYZ):
```
20
Properties=species:S:1:pos:R:3:mulliken_charge:R:1
O -1.97440 3.61295 0.13642 -0.70
C -1.84031 2.51223 -0.46610 -0.36
C -0.53992 1.71679 -0.38625 -0.25
C -0.47562 0.52787 -1.35401 -0.36
C -0.80962 -0.89811 -0.77524 -0.91
C 2.07903 -1.47224 1.77293 -1.16
C 1.24678 -1.69912 0.50429 -0.29
C 0.06174 -1.11963 0.44796 -0.07
H -2.51779 2.06778 -1.16586 0.27
H 0.23185 2.46228 -0.78806 0.04
H -0.42693 1.47048 0.66810 0.09
H 0.45836 0.29011 -1.87989 0.37
H -1.39483 0.65088 -2.07588 0.11
H -0.58631 -1.69351 -1.47969 0.35
H -1.84599 -1.08107 -0.42343 0.38
H 3.02230 -1.05050 1.39953 0.28
H 1.57784 -1.01916 2.63563 0.35
H 2.17761 -2.51262 2.12529 0.30
H 1.79108 -2.38547 -0.11404 0.38
H -0.23487 -0.37995 1.21830 0.18
```

**Kohn-Sham gap (spin up / spin down)**: 2.97 / 6.74 eV
**Total charge**: -1
**HOMO energy (spin up / spin down)**: 0.635 / -3.165 eV
**Multiplicity**: 2



*x*
An isolated ion of composition C7H12O and charge -1, computed with ωB97M-V/def2-TZVPD.

Structure (XYZ):
```
20
Properties=species:S:1:pos:R:3:mulliken_charge:R:1
O 1.98846 2.31564 -0.13236 -0.54
C 0.67136 2.86028 -0.40683 -0.29
C -0.44162 1.99662 0.07725 -0.73
C -0.50182 0.54480 -0.21238 -0.51
C -0.99582 -0.29856 0.97125 -0.30
C 0.08717 -3.67702 -0.62771 -1.13
C -0.28143 -2.35753 -0.39828 -0.08
C -0.82828 -1.77361 0.74758 -0.73
H 0.64956 3.85440 0.03794 0.29
H -0.97887 2.35475 0.95025 0.35
H 0.59656 2.98150 -1.49987 0.20
H -1.17508 0.34664 -1.07096 0.29
H 0.44062 0.14569 -0.61704 0.50
H -0.44593 0.07091 1.85396 0.25
H -2.06846 -0.04304 1.05468 0.16
H 1.82280 1.38523 0.06692 0.33
H 0.43111 -3.91202 -1.63176 0.20
H -0.09957 -4.47693 0.08363 0.28
H -0.26835 -1.78671 -1.32736 0.17
H -1.11053 -2.51600 1.49530 0.28
```

**Kohn-Sham gap (spin up / spin down)**: 4.68 / 4.09 eV
**Total charge**: -1
**HOMO energy (spin up / spin down)**: -1.021 / -0.817 eV
**Multiplicity**: 2



Least stable structure: *x*



*w*
A 2-piece molecular cluster, C6H17NSi overall, computed with ωB97M-V/def2-TZVPD.

Structure (XYZ):
```
25
Properties=species:S:1:pos:R:3:mulliken_charge:R:1
C 1.96691 -0.19702 -1.54207 -1.15
C 3.05592 -0.92253 0.50203 -1.27
C -1.42668 0.73328 2.21078 -1.02
C -1.63927 1.80434 0.07266 -0.90
C -1.90373 -1.18040 -1.61200 -1.02
C 1.87975 -0.17937 -0.08433 0.11
N -1.68802 0.57662 0.85992 0.22
Si -1.17277 -0.87500 0.13872 0.32
H 2.62885 0.67674 -1.85490 0.31
H 2.26548 -1.11822 -1.86987 0.39
H 1.03765 0.06224 -1.94475 0.29
H 2.86011 -1.08364 1.59160 0.30
H 3.85449 -0.24259 0.43534 0.35
H 3.12409 -1.79100 -0.11316 0.35
H -2.25308 1.25563 2.70683 0.34
H -1.19231 -0.22264 2.78068 0.28
H -0.62918 1.45968 2.45328 0.30
H -0.73456 2.28925 0.22091 0.36
H -1.61865 1.30222 -0.92192 0.23
H -2.45397 2.51061 0.23712 0.28
H -2.60171 -2.06600 -1.74071 0.35
H -2.57753 -0.38452 -1.79525 0.36
H -0.98757 -1.26754 -2.32362 0.25
H 1.63271 0.76925 0.41055 0.20
H -1.42693 -1.90938 1.18218 -0.21
```

**Kohn-Sham gap (spin up / spin down)**: 7.69 / 7.23 eV
**HOMO energy (spin up / spin down)**: -7.032 / -6.247 eV



*x*
A 2-piece molecular cluster, C6H17NSi overall, computed with ωB97M-V/def2-TZVPD.

Structure (XYZ):
```
25
Properties=species:S:1:pos:R:3:mulliken_charge:R:1
C 3.24765 1.18039 -0.38797 -1.06
C -2.90032 1.54981 -0.64352 -1.51
C -1.64755 -0.58421 -0.75885 -0.94
C 3.02773 -0.30713 -0.58790 -0.38
C -2.03745 0.55254 1.59066 -1.13
C -2.55922 0.32550 0.15778 0.78
N 1.27624 -2.74295 0.73531 -0.42
Si 1.70608 -1.04684 0.55401 0.05
H 3.43020 1.60821 0.74917 0.24
H 4.13276 1.45166 -0.97779 0.31
H 2.37898 1.71135 -0.68653 0.33
H -1.93741 2.06132 -0.83613 0.32
H -3.63582 2.15624 -0.20932 0.44
H -3.41263 1.18957 -1.52667 0.37
H -0.67612 -0.01336 -0.93780 0.04
H -2.00587 -0.78411 -1.78074 0.37
H -1.60313 -1.44968 -0.17450 0.34
H 3.98120 -0.89658 -0.42532 0.36
H 2.57481 -0.39715 -1.58487 0.28
H -2.61381 0.07528 2.32646 0.35
H -2.08826 1.60208 1.96567 0.32
H -3.53224 -0.20883 0.33019 0.22
H 0.56988 -3.06451 0.16094 0.23
H 1.95543 -3.41266 1.09009 0.22
H 2.36884 -0.55594 1.85763 -0.13
```

**Kohn-Sham gap (spin up / spin down)**: 8.60 / 7.21 eV
**HOMO energy (spin up / spin down)**: -8.765 / -7.142 eV



Least stable structure: *x*



*w*
One molecule with the formula C9H16N2O5S, computed with ωB97M-V/def2-TZVPD.

Structure (XYZ):
```
33
Properties=species:S:1:pos:R:3:mulliken_charge:R:1
C -0.50542 5.63688 -1.75550 -0.74
S 0.55767 4.48357 -0.86799 -0.05
C -0.71856 3.25597 -0.85695 -0.35
C -0.29660 2.04057 -0.14951 -1.05
C -1.19482 0.84810 -0.00202 0.11
N -0.76699 -0.21793 0.95129 -0.03
C 0.12734 -1.18078 0.52991 0.40
O 0.34865 -1.37609 -0.73702 -0.78
C 0.34339 -2.15641 1.78392 0.06
N -0.89662 -2.05870 2.53154 -0.79
C 0.67209 -3.67763 1.53343 -0.85
C 2.07520 -3.87476 1.24957 0.49
O 2.64731 -4.69710 1.82839 -0.51
O 2.69116 -3.16014 0.24763 -0.54
C -1.51350 0.29466 -1.36850 0.37
O -1.37168 0.94646 -2.41982 -0.65
O -2.13483 -0.92217 -1.34858 -0.44
H 0.02242 6.73207 -1.74303 0.29
H -1.45435 5.87852 -1.04812 0.23
H -0.74302 5.51105 -2.87635 0.27
H -1.59744 3.47603 -0.20477 0.24
H -1.05856 2.93270 -1.89086 0.33
H 0.79305 1.78885 -0.41513 0.34
H -0.26442 2.45936 0.97410 0.32
H -2.13245 1.26796 0.32934 0.41
H -1.03278 -0.43560 1.98398 0.44
H 1.23400 -1.85884 2.37060 0.23
H -0.72896 -2.89806 3.32058 0.40
H -1.65001 -2.28119 1.82482 0.29
H 0.32781 -4.35544 2.33616 0.43
H -0.03995 -3.87669 0.77105 0.39
H 1.96745 -2.62336 -0.26697 0.39
H -2.29998 -0.96542 -2.30802 0.36
```

**Kohn-Sham gap**: 9.04 eV
**SMILES**: CSCC[C@H](NC(=O)[C@@H](N)CC(=O)O)C(=O)O
**HOMO energy**: -8.750 eV



*x*
One molecule with the formula C9H16N2O5S, computed with ωB97M-V/def2-TZVPD.

Structure (XYZ):
```
33
Properties=species:S:1:pos:R:3:mulliken_charge:R:1
C -5.17315 -0.49667 -0.41329 -0.76
S -4.28667 -1.90073 0.30059 -0.09
C -2.78336 -0.94734 0.73550 -0.43
C -2.05050 -0.63010 -0.59880 -1.12
C -0.73265 0.13881 -0.29315 0.18
N 0.14560 -0.64605 0.41512 0.02
C 1.49662 -0.39331 0.52346 -0.03
O 2.12928 -0.90229 1.48889 -0.72
C 2.43068 0.43138 -0.54125 0.17
N 1.94176 1.74011 -0.44942 -0.60
C 3.85519 0.30556 0.02041 -0.87
C 4.16424 -1.19469 -0.06202 0.63
O 3.49048 -1.94418 -0.69554 -0.54
O 5.45724 -1.55917 0.38847 -0.52
C -1.00453 1.47247 0.47337 0.33
O -0.24001 1.88246 1.59453 -0.65
O -1.70278 2.36871 -0.29295 -0.48
H -6.20857 -0.74954 -0.73711 0.36
H -4.97358 0.24053 0.37851 0.25
H -4.57690 -0.00511 -1.23720 0.24
H -2.31913 -1.63543 1.44931 0.33
H -3.24512 -0.02765 1.17324 0.12
H -2.73166 -0.00208 -1.15511 0.37
H -1.75301 -1.42902 -1.12290 0.51
H -0.31173 0.49374 -1.21736 0.52
H -0.06315 -1.53235 1.08138 0.35
H 2.35605 0.14047 -1.61949 0.27
H 2.88781 2.35637 -0.70655 0.34
H 1.56864 2.03137 0.59069 0.30
H 4.40902 0.82861 -0.83526 0.43
H 4.01818 0.84299 0.91102 0.28
H 5.37085 -2.60448 0.20211 0.38
H -1.56512 3.32662 0.25080 0.43
```

**Kohn-Sham gap**: 8.88 eV
**SMILES**: CSCC[C@H](NC(=O)[C@@H](N)CC(=O)O)C(=O)O
**HOMO energy**: -8.816 eV



Least stable structure: *x*